DFT (ωB97M-V with the def2-TZVPD basis set) results for 2 unconnected molecules or ions with the total composition C11H19F3N.

Last columns: bonded neighbours and bond lengths (Å).
Element x y z (Å)
1 C -0.12645 -1.42743 0.13301  C2 1.524, C3 1.310, C5 1.501
2 C -1.60619 -1.12818 0.33913  C1 1.524, C4 1.337, F13 1.331
3 C 0.74172 -0.46111 0.29938  C1 1.310, N12 1.458
4 C -2.27832 -0.43968 -0.58905  C2 1.337, C10 1.489, F14 1.427
5 C 0.15692 -2.89540 0.00258  C1 1.501, H16 1.178, H17 1.152, H18 1.122
6 C -4.51498 -0.06863 0.51923  C10 1.546, H19 1.020, H20 1.037, H21 1.212
7 C 3.87442 -0.75362 -1.29167  C11 1.472, H22 1.119, H23 1.139, H24 1.053
8 C 0.61170 1.32952 1.88229  N12 1.508, H25 1.121, H26 1.099, H27 1.112
9 C 0.94063 1.83838 -0.64627  N12 1.552, H28 1.136, H29 1.109, H30 1.088
10 C -3.74313 -0.28303 -0.80331  C4 1.489, C6 1.546, H31 1.102, H32 1.120
11 C 3.66855 -0.68265 0.16372  C7 1.472, F15 1.322, H33 1.038
12 N 0.33171 0.92971 0.45536  C3 1.458, C8 1.508, C9 1.552, H34 1.100
13 F -2.12688 -1.80974 1.35683  C2 1.331
14 F -1.54157 0.19068 -1.63584  C4 1.427
15 F 4.08717 0.40965 0.78018  C11 1.322
16 H 0.41646 -3.25962 1.09190  C5 1.178
17 H 1.02042 -3.15967 -0.71229  C5 1.152
18 H -0.77798 -3.47249 -0.22687  C5 1.122
19 H -5.46382 -0.39362 0.33412  C6 1.020
20 H -4.02987 -0.66617 1.21422  C6 1.037
21 H -4.32075 1.10047 0.77468  C6 1.212
22 H 4.24476 -1.79902 -1.44142  C7 1.119
23 H 2.79792 -0.63977 -1.64582  C7 1.139
24 H 4.42967 0.01956 -1.74127  C7 1.053
25 H 1.66952 1.12451 2.19136  C8 1.121
26 H 0.42477 2.40085 2.04006  C8 1.099
27 H -0.12398 0.81744 2.53998  C8 1.112
28 H 1.99763 1.56980 -0.96576  C9 1.136
29 H 0.40339 1.71084 -1.60796  C9 1.109
30 H 0.92819 2.86010 -0.27251  C9 1.088
31 H -4.18722 -1.24009 -1.12007  C10 1.102
32 H -3.92533 0.40528 -1.66740  C10 1.120
33 H 3.59905 -1.48548 0.81722  C11 1.038
34 H -0.76185 0.93952 0.33578  N12 1.100

Calculated values
**HOMO level (spin up / spin down)**: -12.561 / -11.681 eV
**Orbital gap (spin up / spin down)**: 8.78 / 6.62 eV
**Energy above the lowest of the compared OMol25 structures with the same formula, charge and spin**: 3.6003 eV
**DFT total energy**: -21344.413 eV
**Net charge**: +1
**Lowest unoccupied orbital energy (spin up / spin down)**: -3.8 / -5.1 eV